No. 1
Formula: C3H12N4
Source: the Open Molecules 2025 dataset
Level of theory: the ωB97M-V functional and the def2-TZVPD basis

The geometry in XYZ format:
```
19
Properties=species:S:1:pos:R:3:mulliken_charge:R:1
C -0.75 -1.39 1.53 -0.254
C 0.53 0.01 -1.82 -0.396
C 1.64 0.30 -0.82 -1.050
N 0.25 -0.87 2.18 -0.325
N -0.82 -0.28 -1.18 -0.074
N 0.06 0.45 2.46 -0.467
N -1.45 0.97 -0.81 -0.676
H -1.38 -0.74 -1.91 0.233
H 0.71 0.73 3.20 0.288
H 0.37 1.02 1.67 0.091
H -2.47 0.88 -0.79 0.260
H -1.21 1.20 0.15 0.244
H -1.70 -0.86 1.35 0.336
H -0.80 -2.48 1.43 0.257
H 0.43 0.84 -2.52 0.329
H 0.81 -0.87 -2.41 0.344
H 2.58 0.50 -1.35 0.370
H 1.41 1.16 -0.20 0.215
H 1.82 -0.57 -0.18 0.273
```

Values from the calculation:
HOMO-LUMO gap   9.385 eV
LUMO energy   1.13 eV
Highest occupied orbital energy   -8.258 eV
Total energy   -9262.953 eV
SMILES string   C=NN.CCNN
ΔE to the lowest compared entry with this formula, charge and spin   323.4 kJ/mol
Net charge   0

=====

No. 2
Formula: C42H41NO4P2Tc
Source: the Open Molecules 2025 dataset
Level of theory: the ωB97M-V functional and the def2-TZVPD basis

The geometry in XYZ format:
```
91
Properties=species:S:1:pos:R:3:mulliken_charge:R:1
Tc -0.87 0.50 -0.38 1.018
C -2.30 1.16 4.36 -0.235
C -1.31 0.30 4.05 -0.045
C -1.31 -1.17 3.99 -0.859
C -1.08 -1.53 2.43 -0.482
C -1.96 -1.02 1.27 -0.591
C -3.11 -0.20 1.28 0.371
C -3.91 0.16 2.46 -1.389
C -3.63 1.17 3.63 0.366
C -1.56 1.04 -2.28 -0.986
H -2.07 1.93 5.13 0.469
H -0.41 0.67 3.54 0.337
H -2.25 -1.57 4.38 0.392
H -0.59 -1.68 4.67 0.444
H -0.02 -1.28 2.19 0.073
H -1.21 -2.64 2.45 0.593
H -2.23 -1.93 0.68 0.169
H -3.69 -0.23 0.34 0.508
H -4.15 -0.82 2.90 0.484
H -4.87 0.55 2.06 0.514
H -3.82 2.18 3.24 -0.464
H -4.47 0.92 4.31 0.498
H -1.99 2.05 -2.05 0.378
H -2.32 0.53 -2.88 0.225
H -0.68 1.16 -2.95 0.476
P 2.91 -0.81 -0.80 -0.046
P 0.67 -2.01 -2.26 0.535
C 2.33 -2.46 -0.23 -0.419
C 1.18 -2.97 -0.81 -0.290
C 4.79 -1.12 -1.08 0.308
C 5.51 -2.20 -0.51 0.068
C 6.88 -2.41 -0.75 -0.761
C 7.61 -1.54 -1.56 -0.473
C 6.95 -0.44 -2.11 -0.574
C 5.57 -0.23 -1.88 -0.519
C 2.86 0.37 0.62 0.332
C 2.07 1.55 0.59 -0.649
C 2.14 2.46 1.63 -0.609
C 3.01 2.23 2.70 -0.615
C 3.74 1.05 2.76 -0.656
C 3.65 0.10 1.74 -0.331
C 1.63 -2.88 -3.67 0.515
C 3.04 -2.82 -3.62 0.252
C 3.82 -3.32 -4.66 -0.789
C 3.22 -3.84 -5.81 -0.509
C 1.83 -3.99 -5.84 -0.704
C 1.03 -3.53 -4.77 -0.471
C -1.06 -2.30 -2.79 0.832
C -1.68 -1.44 -3.71 -0.846
C -3.05 -1.51 -3.94 -0.530
C -3.82 -2.44 -3.26 -0.615
C -3.20 -3.37 -2.42 -0.682
C -1.83 -3.30 -2.17 -0.875
H 2.94 -2.96 0.53 0.470
H 0.63 -3.86 -0.49 0.452
H 5.00 -2.90 0.13 0.208
H 7.39 -3.27 -0.29 0.383
H 8.68 -1.70 -1.75 0.414
H 7.51 0.26 -2.74 0.396
H 5.09 0.64 -2.33 0.370
H 1.46 1.79 -0.30 0.939
H 1.51 3.34 1.60 0.424
H 3.08 2.99 3.46 0.452
H 4.42 0.82 3.59 0.447
H 4.21 -0.85 1.79 0.369
H 3.53 -2.38 -2.75 -0.130
H 4.91 -3.28 -4.59 0.478
H 3.82 -4.13 -6.67 0.389
H 1.35 -4.48 -6.69 0.394
H -0.05 -3.68 -4.80 0.308
H -1.09 -0.66 -4.19 0.762
H -3.51 -0.82 -4.63 0.525
H -4.90 -2.45 -3.39 0.442
H -3.79 -4.15 -1.94 0.441
H -1.34 -4.02 -1.50 0.348
O -3.10 2.67 -0.40 -0.660
C -2.33 2.94 0.55 0.423
O -1.15 2.33 0.68 -0.523
C -2.85 3.93 1.65 0.076
C -2.10 4.84 2.43 0.150
C -2.71 5.82 3.22 -0.873
C -4.12 5.89 3.26 -0.127
C -4.89 4.88 2.67 -0.259
C -4.24 3.98 1.82 -0.498
N -4.87 7.01 3.76 0.919
O -4.32 8.00 4.27 -0.543
O -6.12 6.94 3.64 -0.542
H -1.01 4.79 2.42 0.531
H -2.18 6.58 3.79 0.519
H -5.97 4.81 2.78 0.478
H -4.86 3.29 1.24 0.507
```

Values from the calculation:
<S²>   3.84
HOMO-LUMO gap (alpha / beta)   4.105 / 3.036 eV
LUMO energy (alpha / beta)   -7.97 / -9.11 eV
Highest occupied orbital energy (alpha / beta)   -12.073 / -12.147 eV
Total energy   -74646.737 eV
2S+1   4
Net charge   +2

=====

Number 1: largest force on an atom 4.208 eV/Å. Number 2: largest force on an atom 4.213 eV/Å.